# 1
{
  "formula": "C4H6O7Sr",
  "method": "the ωB97M-V functional and the def2-TZVPD basis",
  "e_homo_ev": -5.9261,
  "e_tot_ev": -19410.6468,
  "species": ["O", "C", "O", "O", "O", "C", "O", "O", "C", "C", "Sr", "H", "H", "H", "H", "H", "O", "H"],
  "positions_angstrom": [[-4.6643, -6.1118, -6.9563], [-5.7893, -5.5810, -7.2087], [-6.8401, -6.2913, -7.1514], [-5.8267, -4.3007, -7.4630], [-6.1486, -1.8043, -8.7946], [-5.6563, -0.4699, -8.7585], [-6.4878, 0.4241, -8.4363], [-5.1101, -0.3564, -10.0554], [-6.9189, -2.1847, -7.6833], [-7.1060, -3.6777, -7.6850], [-5.5609, -8.5459, -6.5341], [-5.0461, 0.5872, -10.2325], [-7.9073, -1.7017, -7.7393], [-6.4614, -1.8830, -6.7271], [-7.4994, -4.0268, -8.6481], [-7.7904, -3.9665, -6.8785], [-4.3651, -0.4972, -7.7120], [-3.8418, -1.2609, -7.9732]],
  "atomic_forces_ev_per_a": [[0.6318, -1.4265, 0.2025], [-0.0363, -0.0302, 0.4472], [-0.5300, -1.4635, 0.1002], [0.5176, -0.6462, 0.1347], [0.2455, -1.3162, 0.4812], [-0.2441, 1.5980, 0.6561], [0.7929, -0.5492, 0.4028], [0.7453, -0.3903, -0.2033], [0.1984, 0.6600, -0.0989], [-0.6442, 0.2752, -0.3048], [-0.2003, 3.4776, -0.7726], [-0.1627, -0.0230, 0.3312], [0.0674, -0.1342, 0.1232], [0.0655, 0.0681, -0.2769], [0.1058, 0.0368, 0.1997], [0.1296, -0.0132, -0.1645], [-1.6665, -0.0413, -1.0308], [-0.0156, -0.0819, -0.2271]],
  "lowdin_charge": [-0.16, -0.81, -0.16, 0.08, -0.06, -0.79, -0.08, 0.01, -0.20, -0.13, 1.79, 0.09, 0.13, 0.14, 0.14, 0.13, -0.12, 0.02]
}


# 2
{
  "formula": "C4H6O8S2",
  "method": "the ωB97M-V functional and the def2-TZVPD basis",
  "relative_energy_kj_mol": 63.0,
  "e_homo_ev": -3.3152,
  "charge": -2,
  "e_tot_ev": -42295.1078,
  "species": ["C", "C", "C", "C", "O", "O", "O", "O", "O", "O", "O", "O", "S", "S", "H", "H", "H", "H", "H", "H"],
  "positions_angstrom": [[-0.7390, -1.0135, 0.4833], [-1.9283, -1.0428, 0.2195], [0.5812, -1.0859, 0.8974], [1.6365, -0.0189, 0.5304], [-3.9833, -2.4747, -0.4090], [2.8134, -2.2643, -0.2321], [-3.8288, -0.3062, -1.4296], [-4.3188, -0.5393, 0.9855], [4.1134, -0.6220, 1.1078], [3.8831, -0.2961, -1.2238], [-3.7294, 2.0516, 1.3807], [2.0980, 0.7133, 1.6700], [-3.6867, -1.0970, -0.2174], [3.2086, -0.8571, -0.0542], [-2.9995, 2.0205, 2.0013], [0.4928, -1.0030, 1.9809], [1.1586, -1.9122, 0.6083], [1.3973, 0.6278, -0.3795], [-4.0609, 1.0486, 1.0866], [2.8288, 0.2168, 2.1254]],
  "atomic_forces_ev_per_a": [[-3.9900, -0.0206, -1.8440], [0.2680, 0.1367, -0.2284], [2.2171, 1.8296, 1.6119], [1.2131, 1.1978, -0.6495], [-0.2588, -1.6648, 0.0353], [0.2654, 0.4526, -0.0882], [0.1248, 0.0933, 0.7573], [-0.1875, 0.3195, -0.2702], [-0.6725, -0.7075, 0.0253], [-1.3719, 0.4071, -0.3296], [-1.4491, -1.7624, -1.0489], [-1.1242, 0.4612, -0.1257], [1.4107, 1.1426, -0.2672], [2.3133, -1.1220, 0.7088], [-0.0085, -0.6575, -0.1341], [0.5529, -0.3186, 0.2791], [-0.2314, -2.1395, -0.1735], [-0.0834, -0.3533, 1.6231], [1.4803, 2.5564, 1.3899], [-0.4682, 0.1495, -1.2714]],
  "lowdin_charge": [-0.09, -0.04, -0.20, -0.35, -0.35, -0.40, -0.36, -0.39, -0.42, -0.39, -0.20, -0.12, 0.36, 0.49, -0.01, 0.13, 0.06, 0.15, 0.04, 0.07]
}


# 3
{
  "formula": "C4H6OS",
  "method": "the ωB97M-V functional and the def2-TZVPD basis",
  "relative_energy_kj_mol": 273.1,
  "smiles": "C1O[C@H]1[C@H]1CS1",
  "e_homo_ev": -8.9704,
  "e_tot_ev": -17125.2994,
  "species": ["C", "O", "C", "C", "C", "S", "H", "H", "H", "H", "H", "H"],
  "positions_angstrom": [[-1.6202, -0.9983, -0.0971], [-1.2120, -0.0881, 1.0498], [-0.7817, 0.2302, -0.1587], [0.6460, 0.1813, -0.4979], [1.7010, 0.7391, 0.4428], [1.7140, -1.1081, 0.2399], [-2.7556, -0.8513, -0.2627], [-1.1004, -1.9303, -0.0898], [-1.3090, 1.1910, -0.5089], [0.7287, 0.5554, -1.4705], [1.4227, 1.0141, 1.4166], [2.5664, 1.0652, -0.0635]],
  "atomic_forces_ev_per_a": [[-1.6514, 2.8754, 1.0486], [-0.9179, -2.3261, 2.0351], [-1.4135, 1.8854, -2.2722], [1.1275, 0.4261, 1.9554], [-1.0923, -2.4728, -1.3295], [-0.4764, 0.6814, -0.5801], [2.2068, -0.7698, 0.0432], [-0.0982, -0.5439, 0.0451], [0.9534, -1.2621, -0.1647], [0.7984, -0.2372, -1.7700], [-0.1549, 0.6739, 1.0037], [0.7185, 1.0697, -0.0146]],
  "lowdin_charge": [0.00, -0.05, -0.48, -0.54, -0.33, 0.81, 0.14, 0.08, 0.17, 0.10, 0.06, 0.05]
}


# 4
{
  "formula": "C4H6OS",
  "method": "the ωB97M-V functional and the def2-TZVPD basis",
  "relative_energy_kj_mol": 407.8,
  "smiles": "C=C[C@H](S)C=O",
  "e_homo_ev": -9.7312,
  "e_tot_ev": -17123.9030,
  "species": ["C", "C", "C", "S", "C", "O", "H", "H", "H", "H", "H", "H"],
  "positions_angstrom": [[-2.5119, -0.2968, -0.3118], [-1.4202, -0.4144, 0.3607], [-0.1764, 0.0614, -0.0717], [1.4084, -1.2982, -0.0837], [0.2606, 1.3929, 0.4717], [0.9906, 2.2479, -0.2928], [-3.4266, -0.5534, 0.0392], [-2.6909, 0.3170, -1.3402], [-1.6270, -1.0504, 1.4298], [-0.3141, 0.2938, -1.0661], [0.6123, -2.3936, 0.2653], [0.0744, 1.7160, 1.6610]],
  "atomic_forces_ev_per_a": [[-0.9166, 3.0842, -4.7631], [-1.5940, -3.7201, 5.3141], [3.9363, 0.1115, 0.4254], [-2.6713, 0.8247, 0.5572], [4.9212, 5.2954, -0.8859], [-4.6990, -5.2444, 4.5856], [-2.4897, -1.1745, 1.3051], [1.1742, -1.5450, 2.2949], [1.1938, 1.9719, -2.8213], [0.2318, 0.1800, -2.5265], [0.6478, 1.1285, -0.3057], [0.2655, -0.9121, -3.1801]],
  "lowdin_charge": [0.00, -0.30, -0.54, 0.63, -0.16, -0.08, 0.02, 0.14, 0.19, 0.07, -0.15, 0.18]
}


# 5
{
  "formula": "C4H6OS",
  "method": "the ωB97M-V functional and the def2-TZVPD basis",
  "relative_energy_kj_mol": 467.7,
  "e_homo_ev": -9.4681,
  "e_tot_ev": -17123.2825,
  "species": ["C", "C", "C", "C", "H", "H", "H", "H", "H", "H", "O", "S"],
  "positions_angstrom": [[-0.3704, 0.2358, -0.0277], [0.7996, -0.6861, -0.3873], [1.9781, -0.4010, 0.7086], [1.9630, 0.3097, -0.5809], [-2.1064, 1.3365, -0.6654], [0.7066, -1.6942, -1.0360], [1.7736, -0.1360, 1.8492], [2.5812, -1.4124, 0.8619], [1.5490, 1.2780, -0.7112], [2.8767, 0.0384, -1.1684], [-0.2971, 1.3771, 0.2704], [-1.9516, -0.4486, 0.0269]],
  "atomic_forces_ev_per_a": [[0.5873, -3.3674, -0.3400], [0.9486, 0.1473, 0.1565], [-0.7232, -3.3344, 2.5907], [1.8053, -1.7966, -0.4942], [-0.5508, -3.7006, 1.6580], [0.0521, 2.6153, 2.0170], [-0.2038, 0.3650, -2.9643], [-0.7178, 2.4365, -1.0883], [0.4484, 0.8900, 0.3130], [-1.3203, 0.2778, 0.0249], [1.5118, 2.8119, 0.2840], [-1.8375, 2.6552, -2.1574]],
  "lowdin_charge": [-1.01, -0.22, -0.12, -0.17, 0.20, 0.17, 0.14, 0.13, 0.08, 0.12, -0.07, 0.74]
}


# 6
{
  "formula": "C4H6OS",
  "method": "the ωB97M-V functional and the def2-TZVPD basis",
  "relative_energy_kj_mol": 276.0,
  "e_homo_ev": -9.4247,
  "e_tot_ev": -17125.2690,
  "species": ["C", "C", "C", "C", "O", "S", "H", "H", "H", "H", "H", "H"],
  "positions_angstrom": [[1.8984, -1.2700, -1.6760], [1.0612, -1.3553, -0.6698], [-0.8766, 0.5873, 0.4141], [-1.5458, 1.4311, 1.4398], [-1.3297, 0.0323, -0.5204], [0.7904, 0.4296, 0.7142], [2.3067, -2.0244, -2.3569], [2.4234, -0.3014, -1.8481], [0.3065, -2.1437, -0.4476], [-2.4824, 1.6587, 1.0664], [-1.6274, 0.6878, 2.1578], [-0.9246, 2.2681, 1.7266]],
  "atomic_forces_ev_per_a": [[1.4268, 1.7175, 0.0515], [-1.1830, 1.3534, 1.2615], [1.1405, 1.0920, 0.3044], [1.2151, -0.0942, -1.2452], [-2.4678, -1.0677, -1.8561], [2.8107, -3.0623, -1.5431], [-0.9547, -0.2667, 0.3762], [-0.4055, -0.7376, 0.3384], [0.8973, 0.8547, 0.2346], [-1.9502, 0.9234, -0.4966], [-0.4261, -0.8346, 2.3057], [-0.1031, 0.1221, 0.2687]],
  "lowdin_charge": [-0.09, -0.18, -0.95, -0.07, 0.01, 0.88, 0.06, 0.06, 0.07, 0.07, 0.07, 0.08]
}


# 7
{
  "formula": "C4H6OS",
  "method": "the ωB97M-V functional and the def2-TZVPD basis",
  "relative_energy_kj_mol": 204.5,
  "smiles": "CO/C=C/C=S",
  "e_homo_ev": -8.3999,
  "e_tot_ev": -17126.0099,
  "species": ["C", "O", "C", "C", "C", "S", "H", "H", "H", "H", "H", "H"],
  "positions_angstrom": [[2.2530, -0.1315, -0.0312], [0.9709, -0.7201, -0.0329], [-0.0738, 0.1763, -0.0188], [-1.2512, -0.4431, 0.0126], [-2.4539, 0.3340, -0.0300], [-3.9665, -0.3578, -0.0168], [2.4410, 0.4351, 0.9373], [2.4261, 0.5421, -0.9423], [2.9970, -0.9437, 0.0315], [0.2589, 1.1898, 0.1105], [-1.2331, -1.5208, 0.0014], [-2.3685, 1.4397, -0.0214]],
  "atomic_forces_ev_per_a": [[1.2005, 0.9080, 0.5360], [0.0403, 0.9357, -0.2046], [1.7648, -2.3582, 0.5850], [-0.7127, 1.5167, -0.3772], [-1.6803, -0.6381, 0.3934], [1.2213, 0.7702, -0.0905], [-0.4233, -0.2360, -1.1746], [-0.1749, -0.9772, 1.2666], [-0.4254, 0.2857, -0.5277], [-0.5835, 0.5493, -0.2792], [-0.3241, -0.0714, -0.0422], [0.0973, -0.6848, -0.0850]],
  "lowdin_charge": [-0.11, -0.14, -0.11, -0.18, -0.67, 0.60, 0.10, 0.11, 0.09, 0.13, 0.12, 0.06]
}


# 8
{
  "formula": "C4H6OS2",
  "method": "the ωB97M-V functional and the def2-TZVPD basis",
  "relative_energy_kj_mol": 198.1,
  "smiles": "CSC(=S)[C@H]1CO1",
  "e_homo_ev": -8.7553,
  "e_tot_ev": -27961.2256,
  "species": ["C", "S", "C", "S", "C", "C", "O", "H", "H", "H", "H", "H", "H"],
  "positions_angstrom": [[-2.6744, -0.1204, -0.5388], [-1.4129, 1.0034, 0.1365], [0.0657, 0.2202, -0.2402], [0.2963, -0.8231, -1.5053], [1.2556, 0.5535, 0.6684], [2.4561, -0.2680, 0.5935], [2.4296, 1.0167, -0.0134], [-3.6647, 0.3558, -0.3730], [-2.6145, -1.1041, -0.0902], [-2.6148, -0.2852, -1.6195], [0.9977, 1.0576, 1.5758], [3.1419, -0.4630, 1.4146], [2.3385, -1.1432, -0.0085]],
  "atomic_forces_ev_per_a": [[-0.6057, 0.4807, -0.7715], [-0.5124, -0.3073, 0.3246], [1.2031, -1.1242, -0.9395], [-0.5133, 0.6014, 0.7470], [-0.6330, 0.2770, -0.5882], [0.0417, -0.4031, 0.4842], [-0.1616, -0.5575, 0.1298], [0.7104, -0.2884, 0.2667], [0.0382, 0.0043, 0.4032], [0.4006, 0.3396, 0.1740], [-0.0041, 0.4495, 0.4218], [-0.1947, 0.6738, 0.2526], [0.2308, -0.1460, -0.9047]],
  "lowdin_charge": [-0.41, 0.87, -1.02, 0.72, -0.38, -0.16, -0.02, 0.05, 0.04, 0.02, 0.12, 0.12, 0.06]
}